# C2H8N2O2

2 unconnected molecules or ions with the total composition C2H8N2O2 in a non-equilibrium geometry (the ωB97M-V functional and the def2-TZVPD basis, OMol25).

## Properties
Energy above the lowest of the compared OMol25 structures with the same formula, charge and spin, eV: 1.197
Kohn-Sham gap, eV: 9.9568
Electronic energy, a.u.: -340.986448
SMILES: CNC(N)=O.O

Geometry as ORCA input:
```
! wB97M-V def2-TZVPD RIJCOSX def2/J DEFGRID3
* xyz 0 1
C 0.08 -2.18 -0.18
N 0.33 -0.73 -0.18
C 1.46 -0.21 -0.83
N 1.58 1.15 -0.43
O 2.25 -0.83 -1.54
H -0.23 -2.62 -1.17
H -0.94 -2.43 0.44
H 1.06 -2.68 0.16
H -0.44 -0.17 0.09
H 1.28 1.43 0.59
H 2.32 1.61 -0.98
O -2.51 2.63 1.31
H -2.98 2.24 2.06
H -3.26 2.81 0.68
*
```


# C2H8N2O2P

2 unconnected molecules or ions with the total composition C2H8N2O2P in a non-equilibrium geometry (the ωB97M-V functional and the def2-TZVPD basis, OMol25).

## Properties
Energy above the lowest of the compared OMol25 structures with the same formula, charge and spin, eV: 1.275
Kohn-Sham gap, eV: 9.0348
Electronic energy, a.u.: -682.421902

Geometry as ORCA input:
```
! wB97M-V def2-TZVPD RIJCOSX def2/J DEFGRID3
* xyz -1 1
C -0.84 -1.00 -0.75
C -1.25 1.20 0.02
N 1.59 -0.01 1.49
N -1.67 -0.18 0.25
O 1.80 1.05 -0.90
O 3.18 -1.12 -0.32
P 2.13 -0.09 0.02
H -1.33 -0.92 -1.70
H 0.19 -0.49 -0.76
H -0.81 -2.02 -0.41
H -1.66 1.87 0.80
H -0.27 1.40 -0.12
H -1.86 1.44 -0.95
H -1.41 -0.56 1.23
H 2.20 -0.57 2.09
*
```


# C2H8N2O2S

2 unconnected molecules or ions with the total composition C2H8N2O2S in a non-equilibrium geometry (the ωB97M-V functional and the def2-TZVPD basis, OMol25).

## Properties
Energy above the lowest of the compared OMol25 structures with the same formula, charge and spin, eV: 0.558
Kohn-Sham gap, eV: 9.5036
Electronic energy, a.u.: -739.122332

Geometry as ORCA input:
```
! wB97M-V def2-TZVPD RIJCOSX def2/J DEFGRID3
* xyz 0 1
C -2.15 1.56 -0.21
C 2.00 -0.28 -0.02
N -2.67 0.60 -0.84
N 2.48 -1.20 0.95
O -0.21 -0.58 -1.30
O -0.26 -0.89 1.21
S 0.13 0.06 0.18
H -1.49 2.22 -0.76
H -2.36 1.83 0.83
H 2.12 -0.68 -1.03
H 2.50 0.68 0.07
H -3.30 0.01 -0.29
H -1.14 -0.41 -1.54
H 1.98 -2.08 0.88
H 2.36 -0.84 1.89
*
```


# C2H8N2O3S

2 unconnected molecules or ions with the total composition C2H8N2O3S in a non-equilibrium geometry (the ωB97M-V functional and the def2-TZVPD basis, OMol25).

## Properties
Energy above the lowest of the compared OMol25 structures with the same formula, charge and spin, eV: 0.000
Kohn-Sham gap, eV: 10.1051
Electronic energy, a.u.: -814.418882

Geometry as ORCA input:
```
! wB97M-V def2-TZVPD RIJCOSX def2/J DEFGRID3
* xyz 0 1
C -2.13 -0.21 -1.13
C 0.63 0.08 0.75
N 0.39 -1.14 1.15
N 0.42 1.20 1.37
O 2.96 0.17 0.13
O 1.49 -0.99 -1.46
O 1.45 1.48 -1.29
S 1.78 0.20 -0.72
H -2.31 -1.26 -0.91
H -2.63 0.05 -2.05
H -2.50 0.40 -0.32
H 0.67 -1.85 0.48
H 0.06 -1.41 2.07
H 0.08 1.31 2.32
H -1.06 -0.05 -1.26
H 0.72 2.01 0.85
*
```


# C2H8N2OSi

2 unconnected molecules or ions with the total composition C2H8N2OSi in a non-equilibrium geometry (the ωB97M-V functional and the def2-TZVPD basis, OMol25).

## Properties
Energy above the lowest of the compared OMol25 structures with the same formula, charge and spin, eV: 1.882
Kohn-Sham gap, eV: 8.2217
Electronic energy, a.u.: -555.250984

Geometry as ORCA input:
```
! wB97M-V def2-TZVPD RIJCOSX def2/J DEFGRID3
* xyz 0 1
C -2.63 0.01 -0.14
C -1.71 0.79 0.37
N 1.64 -0.80 1.38
N 1.24 -0.79 -1.41
O 1.80 1.50 0.06
Si 1.02 0.08 0.05
H -3.70 0.22 -0.08
H -2.39 -0.89 -0.69
H -1.91 1.69 0.91
H 1.14 -1.61 1.70
H 1.95 -0.24 2.16
H 0.98 -0.35 -2.28
H 0.98 -1.76 -1.43
H 1.61 2.15 -0.61
*
```


# C2H8N2P

A molecular structure, C2H8N2P in a non-equilibrium geometry (the ωB97M-V functional and the def2-TZVPD basis, OMol25).

## Properties
Energy above the lowest of the compared OMol25 structures with the same formula, charge and spin, eV: 2.722
Kohn-Sham gap, eV: 10.2270
Electronic energy, a.u.: -531.502680

Geometry as ORCA input:
```
! wB97M-V def2-TZVPD RIJCOSX def2/J DEFGRID3
* xyz 1 1
C 0.10 1.47 -0.12
C 0.35 -0.51 -0.60
N -0.67 0.45 -0.48
N 1.07 0.00 0.59
P -2.25 -0.17 0.35
H 0.86 1.75 -0.80
H -0.32 2.14 0.63
H 0.10 -1.56 -0.49
H 1.00 -0.39 -1.59
H 2.05 -0.18 0.69
H 0.48 -0.21 1.44
H -2.99 0.64 -0.55
H -2.13 0.87 1.22
*
```


Q: Which value of energy above the lowest of the compared OMol25 structures with the same formula, charge and spin does entry 6 give?
A: 2.722 eV